# 1
The following is a quantum chemistry calculation of a molecular structure, C39H48N6O5PdS2Si, from OMol25.

The geometry in XYZ format:
```
102
Properties=species:S:1:pos:R:3:forces:R:3:mulliken_charge:R:1
H -6.154387 -2.454772 2.819475 0.00 0.00 0.00 0.385
C 3.055903 -3.488253 1.649255 0.01 0.00 0.00 -1.177
H 0.120079 -0.397081 -4.111331 0.00 0.00 0.00 -0.007
C 4.370315 4.943508 -1.329480 0.00 0.00 -0.01 -0.934
H 3.672292 -4.331388 1.972868 0.00 0.00 0.00 0.412
C -2.659706 -1.856338 1.273054 -0.02 0.01 0.00 0.015
C 1.269131 1.326584 6.848747 0.00 0.00 -0.01 -0.660
C -3.749503 -1.096854 0.875184 -0.01 0.01 0.01 0.335
H -1.746151 -3.032172 -4.150616 0.00 0.00 0.00 0.408
N 1.044467 -3.711129 -2.656275 0.00 0.02 0.01 -0.900
C -5.010017 -1.306037 1.416514 0.00 0.00 -0.01 -0.279
C 0.911413 0.020799 7.163863 0.00 0.00 0.00 -0.502
H -1.970671 -3.405760 2.554180 -0.01 0.00 0.00 0.341
H -2.730408 3.496910 -5.237228 0.00 0.00 0.00 0.430
S 0.924131 1.370770 2.826278 -0.01 0.01 0.00 -0.016
O 0.610324 0.070362 2.126793 0.03 -0.01 -0.02 -0.632
H -0.980269 1.313158 -2.018702 0.01 0.01 0.00 -0.291
H -1.675469 -1.701844 0.851934 0.01 -0.02 0.01 0.729
C 1.073125 -4.047343 3.897673 -0.01 0.00 0.00 -1.225
N 2.305570 1.515630 -2.668825 -0.01 0.00 0.00 -0.093
C -1.968746 2.328978 -3.604404 0.00 0.00 0.00 -1.029
C 1.072749 1.756958 -0.753815 -0.02 -0.03 -0.05 -1.597
N 1.443098 -3.273927 -1.527782 0.00 -0.04 0.00 -0.418
H 0.335702 -1.155531 4.023439 0.00 0.00 0.00 0.003
H -0.714357 -2.403657 -6.263884 0.00 0.00 0.00 0.392
C 1.332005 -2.331969 -5.612306 0.00 0.00 0.00 -1.543
C 0.579207 -0.472136 4.829588 0.00 0.00 0.00 -0.329
H -3.856310 1.187641 2.215695 0.02 -0.04 0.01 0.541
C -0.892403 2.098633 -2.759590 0.01 0.00 0.00 0.790
H -4.219888 -3.800826 3.560029 0.00 0.00 0.00 0.423
H -0.473052 -4.176519 -4.610202 0.00 0.00 0.00 0.422
H 1.575893 -3.362102 -5.877595 0.00 0.00 0.00 0.401
S -3.561017 0.193913 -0.343190 -0.03 0.02 0.01 -0.193
H 1.646932 -1.686392 -6.433399 0.00 0.00 0.00 0.450
H 1.546172 -4.983831 4.204560 0.00 0.00 0.00 0.470
C 3.667944 3.815561 -1.737879 0.00 0.00 0.00 -0.565
H 1.547123 2.019077 7.632247 0.00 0.00 0.00 0.388
H 4.243666 6.907370 -0.476899 0.00 0.00 0.00 0.414
C -2.921480 1.692933 1.962352 0.02 0.01 -0.02 -1.577
C -0.270158 -2.088995 -2.060597 -0.01 0.01 -0.03 -1.272
C 3.696719 6.028608 -0.793530 0.00 0.00 0.00 -0.413
H 2.421989 1.520823 -3.670344 0.00 0.00 0.00 0.380
H -1.592709 0.342852 2.966955 -0.01 0.00 0.01 -0.085
Si 1.246652 -3.777548 2.041548 0.00 0.01 0.01 0.669
C 1.500144 2.533626 -2.019640 0.00 -0.02 0.01 4.074
C -4.087847 -3.039443 2.801742 -0.01 0.00 -0.01 -0.610
H 1.240589 4.437681 -3.947671 0.00 0.00 0.00 0.499
H -2.302626 1.539209 4.037907 -0.01 0.02 0.00 0.458
C -0.160855 -2.155435 -5.351996 0.00 0.00 0.00 0.945
Pd 0.872934 -1.050371 0.413160 -0.04 -0.01 -0.02 0.965
H 0.802382 -5.302349 0.123450 0.00 0.00 0.00 0.279
C -2.423040 1.253830 0.577472 -0.03 0.00 0.00 1.088
H 1.215229 -6.223085 1.572565 0.00 0.00 0.00 0.411
C -0.482332 -0.714340 -4.966046 -0.01 -0.01 0.00 -1.195
C -5.176580 -2.283236 2.388746 0.01 -0.01 0.01 -0.570
H 1.578204 2.750647 5.269795 0.00 0.00 0.00 0.450
C 2.090225 0.280624 -2.089016 0.00 0.02 -0.02 -0.630
O 0.487057 2.286153 0.175791 0.01 0.00 0.00 -0.154
H 0.020012 -4.097112 4.189934 0.00 0.00 0.01 0.326
C -0.673812 -3.150145 -4.307915 0.00 0.01 0.00 -1.438
H 0.310384 -1.895002 6.404775 0.00 0.00 0.00 0.466
H -2.245887 2.093978 -0.094715 0.03 0.00 0.02 0.855
O -2.730289 -0.342298 -1.473817 -0.02 0.01 -0.01 -0.478
C 0.343486 3.837490 -3.854170 0.00 0.00 0.00 -0.225
H -1.082732 -1.374034 -2.026154 -0.02 0.00 0.00 0.852
H 3.205043 -3.356059 0.575289 0.00 0.00 0.00 0.296
N 1.411007 0.454848 -0.879022 0.01 0.03 0.05 0.369
O 0.317424 -2.505949 1.622082 0.04 -0.01 -0.02 0.119
C -1.877898 1.395826 3.044014 0.01 0.01 -0.02 -0.193
H -0.249094 -0.037241 -5.788873 0.00 0.00 0.00 0.547
C 0.923621 0.836575 4.534501 0.01 0.00 0.01 0.981
N -0.027721 -2.981092 -3.012753 0.01 -0.03 0.01 1.109
C -2.832244 -2.830038 2.242996 0.01 0.01 -0.01 -1.013
C 1.613079 4.860917 -1.074535 0.00 0.00 0.00 -0.014
O 2.443039 -0.768891 -2.583914 0.01 0.01 0.01 -0.633
C 0.573553 -0.874084 6.159458 0.00 0.00 0.00 -0.736
C 0.272264 2.852200 -2.873815 -0.01 0.00 0.01 0.088
H -0.660470 4.835335 -5.460472 0.00 0.00 0.00 0.433
C -0.730577 4.065225 -4.702821 0.00 -0.01 0.00 -0.884
H -3.144710 2.761881 1.951484 -0.03 -0.01 -0.01 0.365
C 1.282946 1.739222 5.526076 0.00 0.00 0.01 -0.511
H -0.398284 -5.524628 1.402646 0.00 0.00 0.00 0.301
H 4.195391 2.963527 -2.145084 0.00 0.00 0.00 0.418
H 3.422188 -2.592090 2.157776 0.00 0.00 0.00 0.256
H -1.489589 0.687381 0.637092 -0.01 -0.02 0.00 -1.194
N 0.647913 -2.265336 -1.140248 0.02 -0.01 0.02 0.824
C -1.891218 3.314046 -4.578306 0.00 0.00 0.00 -0.766
C 2.285934 3.768773 -1.618810 0.01 0.01 0.01 -1.170
H 5.447711 4.968812 -1.431261 0.00 0.00 0.00 0.427
H 0.536286 4.825054 -0.972270 0.00 0.00 0.00 0.424
C 2.313741 5.982370 -0.664421 0.00 0.00 0.00 -0.959
H 1.779734 6.825064 -0.243908 0.00 0.00 0.00 0.409
H 0.907871 -0.300754 8.197172 0.00 0.00 0.00 0.386
H 1.542587 -3.237244 4.460908 0.00 0.00 0.00 0.181
H -0.648258 2.818363 1.922561 -0.01 0.01 0.01 0.424
H -5.850385 -0.710384 1.080113 0.00 0.00 0.00 0.460
H -2.861436 1.725886 -3.491831 0.00 0.00 0.00 0.493
H -1.535714 -0.579676 -4.709703 0.00 0.00 0.00 0.323
C -0.641953 2.285573 2.870081 -0.02 0.01 0.00 -0.773
C 0.663650 -5.353666 1.204754 0.00 0.00 0.00 -1.163
H 1.915408 -2.056570 -4.731302 0.00 0.00 0.00 0.203
H -0.521382 3.011772 3.675788 0.01 -0.01 0.01 0.741
```
Forces are in eV/Å.

Properties
ΔE to the lowest compared entry with this formula, charge and spin: 0.00 kJ/mol
Charge: 0
Frontier orbital gap: 9.1 eV
2S+1: 1
HOMO: -8.62 eV

=====

# 2
The following is a quantum chemistry calculation of a molecular structure, C39H49As3N5O4ReS2Se, from OMol25.

The geometry in XYZ format:
```
104
Properties=species:S:1:pos:R:3:forces:R:3:mulliken_spin:R:1
C 5.137132 1.499211 3.441833 0.00 0.00 -0.03 0.000
H -0.132127 4.446407 -1.704652 -0.02 -0.05 0.01 0.000
C -4.029066 2.663574 2.291921 -0.01 -0.03 0.02 -0.001
C -1.663010 -1.527222 1.997347 -0.02 -0.06 0.09 0.012
C 0.707374 -3.330565 -0.896902 0.00 0.01 0.05 -0.003
H -6.878497 0.212917 3.202144 -0.01 -0.02 0.00 0.000
C 1.362937 -1.248375 -3.900922 0.00 0.03 -0.04 0.000
H 4.170466 1.636634 3.919480 -0.04 0.01 0.01 0.000
H 1.812270 3.704218 -0.379112 -0.01 -0.07 -0.02 0.002
As -0.296398 2.514553 -0.130661 0.15 0.09 -0.11 0.030
C -0.413370 -2.451760 -4.999153 0.04 -0.01 0.07 -0.001
H 0.927871 2.565299 2.560443 0.13 0.01 -0.01 0.000
Se -5.326964 2.924857 -1.835954 -0.04 0.04 -0.03 0.066
H 5.915092 1.683751 4.183709 0.01 0.00 0.00 0.000
O -0.245591 1.151540 -3.806079 0.05 0.16 0.16 0.000
N -2.984437 -1.246724 -0.894686 0.11 0.11 0.08 -0.026
H 3.078462 -4.414155 -6.284102 0.01 0.00 -0.02 0.000
H 4.254046 2.525828 -0.172750 -0.04 0.01 0.04 0.000
H 3.275945 -2.197536 -3.899910 0.01 0.01 0.00 0.000
H 1.988087 2.075519 -1.021378 0.00 0.02 0.03 -0.002
C -4.760934 0.511807 3.132567 -0.01 0.07 -0.05 0.000
H 5.234562 5.255920 2.370833 0.01 0.00 -0.01 0.000
H -5.294217 -3.640453 -0.794387 -0.02 -0.03 0.00 0.000
C 0.345316 -1.977254 -0.926182 0.08 0.02 -0.06 0.013
H -2.795679 -1.821975 3.785886 0.02 -0.01 0.02 0.001
H 2.317762 -2.199254 1.405397 -0.04 0.00 0.00 0.000
H 5.452001 0.792522 -0.734489 -0.01 -0.04 0.02 0.000
C 3.907010 2.883477 0.800819 0.06 -0.10 -0.01 -0.001
C 1.665591 2.643844 -0.143110 -0.07 0.05 -0.06 0.004
S -1.066738 -0.013853 -3.898306 0.06 0.08 -0.01 -0.002
C 0.474322 -3.475279 -5.289725 -0.03 0.02 0.00 0.000
H -1.682855 3.609525 -1.918541 0.00 -0.01 0.00 0.003
H 3.784519 3.965077 0.692948 0.05 0.03 -0.03 0.000
C -3.749393 1.402294 2.793681 0.01 0.02 0.01 -0.001
H 1.532206 0.419168 1.486274 0.03 0.00 0.00 0.008
H 1.845886 4.038993 2.192988 -0.01 0.02 0.01 0.000
H -0.150694 4.857247 0.650447 -0.05 -0.01 -0.01 0.000
C -3.904308 -2.074596 -0.392559 -0.10 0.02 0.02 -0.007
C -6.371369 2.148094 2.425212 -0.01 0.00 0.00 0.000
As 5.521535 2.763035 1.981264 -0.01 0.14 0.00 0.000
C -4.548699 -2.976169 -1.202251 0.01 0.02 -0.06 0.001
N -3.101243 1.524812 -0.608210 0.14 -0.10 0.05 -0.146
N -1.822775 -0.141570 1.727362 0.10 0.14 -0.43 -0.006
N -0.425979 -1.424225 -0.009434 0.23 -0.17 -0.07 -0.040
C 0.248720 -4.118881 0.121594 0.02 0.07 -0.01 0.011
C -3.288951 -2.116471 -3.081673 0.03 0.06 -0.03 -0.006
H 4.228299 4.362467 3.530197 -0.02 0.02 0.03 0.000
C 2.764429 -4.509627 -5.243693 0.00 0.01 0.00 0.000
H -0.221356 2.934655 -2.645442 0.04 -0.07 -0.06 0.000
C -2.176886 -2.278166 3.031949 -0.03 0.08 -0.05 0.003
C -5.353867 3.035407 2.112202 0.04 0.01 -0.03 -0.001
H 5.656524 -0.944464 -0.486623 0.01 0.02 0.00 0.000
H 3.120770 0.551684 2.216542 0.00 0.00 0.04 0.001
S -2.073080 0.916890 3.017958 0.06 -0.15 0.08 0.020
H 5.238991 0.467405 3.108781 -0.02 0.00 0.01 0.000
O -1.952025 0.179244 4.236849 -0.04 0.02 -0.03 0.001
O -1.230225 2.046956 2.788545 -0.12 -0.16 0.12 0.002
C 3.312645 -1.966613 1.025996 0.00 0.01 0.00 0.001
C -4.015872 2.088923 -1.119520 -0.21 0.10 0.03 0.087
O -2.168756 -0.071595 -4.811929 0.03 -0.02 -0.01 0.000
H 1.329019 -3.716061 -1.692519 0.01 0.00 -0.01 0.001
H -0.849128 -5.337606 2.319134 0.00 -0.04 0.01 0.000
H 3.686135 -2.824406 0.468684 0.00 -0.01 -0.02 0.000
C -0.856011 -2.188152 1.042661 -0.04 0.05 0.03 -0.006
C -2.649250 -1.243686 -2.197582 0.05 -0.05 -0.07 -0.015
H -4.108515 -1.982332 0.666302 0.00 -0.01 0.01 0.002
C -0.811218 4.046406 0.960801 -0.03 0.05 -0.03 0.000
H 0.662642 -1.342836 -1.736215 0.01 -0.03 0.12 0.010
H 3.657873 -4.473844 -4.623428 0.02 0.00 0.01 0.000
C 2.237126 -2.280255 -4.195620 0.00 0.03 0.01 0.000
H 1.714776 -0.359627 -3.391401 0.01 0.00 0.00 0.000
H 0.132936 -4.331020 -5.857617 -0.02 -0.02 -0.02 0.000
H 5.979476 4.494819 3.778009 0.01 -0.01 -0.01 0.000
H -3.078470 -2.082464 -4.134717 -0.02 -0.01 -0.03 -0.001
H 5.549367 0.134908 0.913999 -0.03 -0.04 -0.07 0.000
H -1.427929 -2.488513 -5.363347 -0.05 -0.02 -0.03 0.000
C 5.178367 -0.044974 -0.095771 0.03 -0.03 0.02 0.000
Re -1.665300 0.285795 -0.252666 -0.38 -0.07 0.15 0.970
C -1.081499 -4.286188 2.224372 -0.06 0.10 0.09 0.002
H -2.292939 -4.202526 3.969301 -0.01 -0.01 0.01 0.000
H -7.402284 2.441076 2.282149 -0.02 0.01 -0.01 0.000
As 3.247813 -0.378381 -0.126774 -0.06 -0.05 -0.07 0.000
H 2.545845 2.780562 3.205911 0.05 -0.01 0.02 0.000
C 1.805687 -3.409907 -4.888008 0.01 -0.02 0.00 0.000
H -5.588223 4.018262 1.726555 0.00 0.00 0.00 -0.001
C -6.078355 0.889792 2.937412 0.04 -0.02 0.02 0.000
C 2.515016 2.291235 1.091829 -0.03 0.11 0.02 -0.002
C 2.555608 0.781125 1.314752 -0.04 -0.08 0.01 -0.005
H 2.301176 -5.488693 -5.131275 -0.01 -0.03 0.00 0.000
H -4.737258 -3.663838 -3.229342 -0.01 -0.01 -0.01 0.000
H 0.494452 -5.171924 0.166786 0.00 -0.03 -0.01 0.000
H -0.741948 3.883459 2.026866 0.03 0.10 -0.15 -0.001
H -1.832688 4.308652 0.684666 0.01 0.02 -0.02 0.000
C 1.920224 2.958071 2.333657 0.00 -0.03 0.02 0.000
C -0.554574 -3.553949 1.138843 0.01 -0.04 -0.02 -0.001
C 0.028698 -1.351244 -4.278046 -0.02 0.02 -0.03 0.000
N -1.652501 -0.292399 -2.372861 0.02 -0.04 0.32 0.017
C -0.609814 3.469156 -1.790047 -0.03 0.03 -0.06 0.002
C -4.229340 -2.979619 -2.563171 -0.05 -0.01 0.11 0.005
C -1.880030 -3.650691 3.136744 0.09 -0.08 -0.09 -0.003
C 5.194438 4.389776 3.029972 -0.03 -0.03 0.01 0.000
H -4.519352 -0.448787 3.562801 -0.02 -0.07 0.03 -0.001
H -3.218828 3.340147 2.065576 0.00 0.01 -0.01 -0.001
H 3.973391 -1.776292 1.871783 0.00 -0.02 0.02 0.000
```
Forces are in eV/Å.

Properties
ΔE to the lowest compared entry with this formula, charge and spin: 124.95 kJ/mol
Charge: +1
Frontier orbital gap (spin up / spin down): 5.3 / 5.7 eV
2S+1: 2
HOMO (spin up / spin down): -10.29 / -10.30 eV